This record from the OMol25 dataset describes a cluster of 2 separate species, C2H6N2O2S in total. The level of theory is ωB97M-V/def2-TZVPD.

```
13
Properties=species:S:1:pos:R:3:forces:R:3:lowdin_charge:R:1
C 1.149979 -0.254560 0.698396 -0.4 -0.6 0.2 -0.30
C 2.113969 0.702789 0.257940 0.4 0.6 -0.3 -0.06
N 0.367646 -1.029429 1.013765 0.3 -0.5 0.2 0.10
N -2.391799 -1.156795 -0.774772 0.0 0.6 0.4 -0.16
O -3.505360 0.654477 0.563848 0.8 -0.5 0.8 -0.31
O -1.272046 1.041968 -0.464846 0.5 0.4 -0.4 -0.47
S -1.966336 0.070001 0.353698 -2.1 -0.3 -0.3 0.80
H 2.776599 0.967362 1.076848 0.1 0.1 0.0 0.09
H 1.578146 1.585819 -0.091357 0.1 0.0 0.0 0.09
H 2.691515 0.282114 -0.564025 0.1 0.1 0.0 0.09
H -3.813819 1.141052 -0.201177 0.0 0.1 -0.7 0.05
H -1.684036 -1.254779 -1.486367 0.3 0.1 0.0 0.04
H -2.558844 -2.038163 -0.311340 0.0 -0.1 0.1 0.04
```
Forces are in eV/Å.

Calculated values
**Calculated total energy**: -737.95556 hartree
**2S+1**: 1



This record from the OMol25 dataset describes an isolated molecule of C16H22N4O4. The level of theory is ωB97M-V/def2-TZVPD.

```
46
Properties=species:S:1:pos:R:3:forces:R:3:lowdin_charge:R:1
C -7.619257 -0.391188 -2.127636 0.1 -0.2 0.1 -0.11
C -7.143171 -1.243929 -0.956869 -0.1 0.1 0.1 -0.26
C -7.148377 -0.498643 0.378298 0.2 -0.1 -0.1 -0.21
C -6.086394 0.597251 0.457745 -0.2 -0.3 0.1 -0.12
C -4.684730 0.012098 0.531667 -0.1 0.5 -0.1 -0.46
O -4.440878 -1.117875 0.888546 0.1 -0.3 0.1 0.07
N -3.725358 0.925626 0.176573 -0.3 0.3 -0.1 0.03
N -2.376936 0.835691 0.174298 0.6 0.0 0.0 0.07
C -1.739429 -0.227070 0.476779 -0.8 -0.2 0.1 -0.09
C -0.291689 -0.218146 0.453146 0.9 0.1 0.0 -0.20
C 0.432126 0.924061 0.142611 0.0 -0.1 0.0 0.06
C 1.821418 0.917923 0.143019 -0.7 -1.2 0.2 -0.08
C 2.553053 -0.272677 0.379050 -0.3 0.2 0.0 -0.15
N 3.898489 -0.351677 0.206483 0.2 -0.1 0.0 -0.09
C 4.750374 -1.251664 0.949482 0.2 -0.3 -0.1 -0.12
H 4.180056 -1.790393 1.703170 0.0 0.0 0.0 0.12
C 5.461558 -2.216525 -0.004173 -0.1 0.0 0.4 -0.19
O 6.208552 -1.494316 -0.954255 0.2 0.0 0.0 -0.13
C 5.379949 -0.631653 -1.693296 -0.3 0.3 -0.1 -0.18
H 6.031910 -0.102694 -2.389605 -0.1 0.0 0.0 0.13
C 4.627924 0.375876 -0.805656 0.4 -0.2 -0.3 -0.13
H 3.946080 0.935702 -1.445514 0.1 0.0 0.1 0.13
H 5.331874 1.073743 -0.337460 -0.1 0.0 -0.1 0.13
H 4.643113 -1.221737 -2.262365 0.1 0.1 0.0 0.13
H 6.172760 -2.844034 0.534772 -0.1 0.0 0.0 0.13
H 4.721045 -2.854762 -0.512001 0.0 0.0 0.1 0.13
H 5.512582 -0.644623 1.455340 0.0 -0.1 0.1 0.14
C 1.797081 -1.403964 0.747563 0.2 0.1 0.0 0.00
C 0.426732 -1.376250 0.786812 -0.2 0.4 -0.1 -0.02
H -0.114663 -2.271173 1.056611 -0.1 -0.1 0.0 0.12
H 2.306309 -2.330333 0.962441 0.1 -0.1 0.0 0.11
N 2.455863 2.196097 0.054662 0.4 0.7 0.1 -0.36
O 1.871880 3.084433 -0.536650 0.0 0.1 -0.1 0.08
O 3.521822 2.347727 0.627825 0.0 0.1 0.1 0.07
H -0.088660 1.846551 -0.061282 0.0 0.0 0.0 0.12
H -2.213755 -1.162132 0.762481 -0.2 0.1 0.0 0.11
H -4.026092 1.854562 -0.091247 0.0 -0.4 0.1 0.14
H -6.236369 1.183346 1.369274 0.0 0.1 -0.1 0.13
H -6.164930 1.275595 -0.392422 0.0 0.1 0.0 0.10
H -6.954562 -1.214506 1.178910 -0.1 0.1 0.0 0.11
H -8.133327 -0.057131 0.544077 0.0 0.0 0.0 0.11
H -6.136385 -1.615214 -1.154499 0.0 -0.1 0.0 0.10
H -7.800699 -2.110985 -0.865949 0.1 -0.1 0.0 0.11
H -7.683413 -0.995448 -3.029459 0.0 0.0 -0.1 0.07
H -8.605198 0.021233 -1.922154 -0.1 0.1 0.0 0.07
H -6.936653 0.431596 -2.326709 0.0 0.1 -0.1 0.06
```
Forces are in eV/Å.

Calculated values
**Calculated total energy**: -1142.74528 hartree
**SMILES**: CCCCC(=O)N/N=C/c1ccc(N2CCOCC2)c([N+](=O)[O-])c1
**2S+1**: 1



This record from the OMol25 dataset describes a cluster of 7 separate species, C30H70BNO9 in total. The level of theory is ωB97M-V/def2-TZVPD.

```
111
Properties=species:S:1:pos:R:3:forces:R:3:lowdin_charge:R:1
C -0.531719 4.198702 -5.785896 0.8 0.1 -1.4 0.12
C -1.035255 3.858633 -4.751740 -0.9 -1.5 1.6 -0.07
C -1.603149 3.140753 -3.502036 1.7 0.6 0.0 -0.18
O -2.950047 3.550057 -3.143288 -0.6 0.8 -1.9 -0.06
C -3.775686 3.739374 -4.270825 -0.8 0.1 0.2 -0.29
O -3.934689 2.967048 -5.165452 0.6 0.1 0.5 0.11
B -1.404356 1.519202 -3.593713 -0.5 -1.1 -0.4 -0.46
O -1.904965 0.770484 -4.713524 1.9 1.4 0.6 0.07
N -0.739494 0.744481 -2.524328 -0.9 -0.1 -1.1 -0.12
C -1.675181 0.420029 -1.417752 0.1 0.8 1.4 -0.07
C -0.126256 -0.475733 -3.110952 0.1 -0.5 0.4 -0.10
H -0.034632 4.382913 -6.759179 -0.8 0.0 1.4 0.06
H -0.941935 3.465443 -2.642218 -0.9 -0.2 -0.8 0.16
H -4.380716 4.698259 -4.290981 0.8 -0.7 0.8 0.16
H -1.200540 0.858581 -5.388218 -0.9 -0.1 -0.1 0.12
H -1.288539 -0.479694 -0.855097 -0.6 0.8 -0.8 0.10
H -2.749472 0.299834 -1.737515 1.0 -0.4 0.2 0.09
H -1.678720 1.262700 -0.658802 0.0 -0.8 -0.8 0.09
H 0.518017 -0.964351 -2.320995 -0.5 0.6 -0.9 0.09
H 0.504892 -0.144465 -3.986240 -0.5 -0.7 0.9 0.10
H -0.882709 -1.253406 -3.426824 0.7 0.8 0.1 0.10
C -3.281760 4.807654 2.585148 0.1 0.1 0.1 -0.08
C -2.874291 3.552490 1.833854 0.0 0.0 0.1 -0.28
O -1.475766 3.459129 1.598108 0.0 0.0 -0.2 -0.17
C -0.644144 3.433943 2.747536 0.0 0.0 0.1 -0.28
C -0.922298 2.265422 3.677052 -0.1 -0.1 0.0 -0.08
H -2.955195 5.699299 2.044907 -0.1 -0.1 0.0 0.08
H -4.367316 4.845557 2.699316 0.1 0.0 0.0 0.08
H -2.839874 4.848709 3.582023 -0.1 0.0 0.0 0.07
H -3.352736 3.557407 0.851938 0.2 0.0 0.0 0.11
H -3.231982 2.652102 2.345838 0.0 0.0 0.1 0.11
H -0.710133 4.387106 3.283199 0.0 0.0 0.1 0.11
H 0.382352 3.357699 2.382466 -0.1 0.0 -0.2 0.12
H -1.935147 2.298394 4.082806 0.1 0.0 0.1 0.07
H -0.225622 2.274209 4.517957 0.0 0.0 -0.1 0.08
H -0.815225 1.318357 3.142177 0.0 0.1 0.0 0.08
C -3.179703 6.923408 -2.035146 0.1 0.1 0.0 -0.07
C -4.677978 7.155870 -1.951390 0.1 0.0 0.0 -0.28
O -5.037871 8.276115 -1.157300 -0.2 0.0 0.2 -0.16
C -4.537273 9.533934 -1.581932 0.0 0.0 -0.1 -0.28
C -4.987653 9.931411 -2.976906 -0.1 -0.1 -0.1 -0.08
H -2.757136 6.796741 -1.035544 0.0 -0.1 0.0 0.08
H -2.972107 6.025268 -2.619730 0.0 0.0 0.1 0.05
H -2.661729 7.760804 -2.505708 0.0 0.0 -0.1 0.07
H -5.145870 6.286276 -1.484540 -0.1 0.2 0.1 0.12
H -5.119741 7.243981 -2.951023 0.1 0.0 0.0 0.10
H -3.445006 9.553271 -1.500992 0.0 0.0 -0.1 0.11
H -4.910707 10.270230 -0.867140 -0.1 -0.2 0.1 0.12
H -4.629874 9.233302 -3.736015 0.1 0.1 0.0 0.06
H -4.608284 10.923412 -3.230820 0.0 0.0 0.0 0.08
H -6.078688 9.947090 -3.035724 0.1 0.0 0.0 0.08
C 2.758126 1.446883 -0.693116 0.0 0.1 0.1 -0.07
C 3.169865 0.187285 -1.434589 0.0 0.1 0.1 -0.28
O 4.567863 0.093349 -1.664390 0.1 0.0 -0.2 -0.16
C 5.392929 0.076285 -0.509945 0.0 0.0 0.1 -0.28
C 5.108513 -1.084761 0.426627 -0.2 -0.1 0.0 -0.08
H 3.086309 2.335331 -1.237872 0.0 -0.1 0.0 0.08
H 1.671365 1.484222 -0.584001 0.0 0.0 -0.1 0.07
H 3.196189 1.494626 0.305447 -0.1 0.0 0.0 0.06
H 2.695685 0.186872 -2.417888 0.2 0.0 0.0 0.10
H 2.810809 -0.710626 -0.918396 0.0 0.0 0.1 0.10
H 5.323844 1.033364 0.018601 0.0 0.0 0.1 0.11
H 6.421657 -0.002172 -0.868400 -0.1 0.0 -0.2 0.12
H 4.093587 -1.048436 0.825924 0.1 0.0 0.1 0.06
H 5.799509 -1.070201 1.272093 0.0 0.0 0.0 0.07
H 5.218269 -2.036110 -0.100352 0.0 0.1 0.0 0.08
C -4.682479 -0.554283 -4.412996 -0.2 0.0 0.2 -0.08
C -4.678157 -1.734625 -5.366094 0.0 0.1 0.1 -0.27
O -4.508648 -2.989664 -4.719926 0.2 -0.2 -0.1 -0.16
C -5.498089 -3.344234 -3.768519 0.0 0.0 0.0 -0.29
C -6.899363 -3.432363 -4.347955 -0.1 0.1 -0.1 -0.08
H -3.758768 -0.529818 -3.833561 0.0 0.0 -0.1 0.06
H -4.771677 0.381537 -4.968095 0.1 0.0 0.0 0.07
H -5.512991 -0.603802 -3.705051 -0.1 0.0 -0.1 0.07
H -3.838331 -1.629167 -6.055824 0.0 -0.2 0.1 0.12
H -5.583908 -1.746720 -5.982846 0.0 0.0 0.1 0.11
H -5.467626 -2.656044 -2.916487 -0.1 0.0 0.0 0.10
H -5.214057 -4.325110 -3.380817 0.2 0.1 -0.1 0.12
H -7.239960 -2.472428 -4.740196 0.0 0.0 0.1 0.06
H -7.608984 -3.750138 -3.580920 0.1 0.0 0.0 0.08
H -6.927410 -4.150303 -5.171300 0.0 0.0 0.1 0.08
C 4.327656 -4.667977 3.859328 -0.1 -0.1 0.0 -0.07
C 4.895245 -3.266604 3.997044 0.0 -0.1 0.0 -0.27
O 3.921869 -2.240910 3.859472 0.0 0.2 -0.2 -0.17
C 2.858154 -2.253146 4.797443 0.0 0.0 0.1 -0.28
C 3.313790 -2.114276 6.239696 0.1 0.0 0.1 -0.08
H 3.826891 -4.784661 2.895331 0.1 0.0 0.0 0.09
H 5.125948 -5.410721 3.931403 0.0 0.0 -0.1 0.07
H 3.594734 -4.889806 4.637437 0.1 0.0 0.0 0.07
H 5.628093 -3.102220 3.204358 -0.1 0.2 0.0 0.11
H 5.434416 -3.151022 4.943938 0.0 -0.1 0.0 0.11
H 2.245644 -3.151470 4.663285 0.0 0.0 0.1 0.11
H 2.217499 -1.404752 4.546624 0.1 0.0 -0.2 0.12
H 3.949931 -2.945721 6.548752 -0.1 0.0 0.0 0.06
H 2.451963 -2.086546 6.909913 0.0 0.0 -0.1 0.08
H 3.890410 -1.195381 6.371008 -0.1 0.0 0.0 0.08
C 6.122299 -8.951243 6.404906 0.1 -0.1 0.0 -0.08
C 5.326120 -8.268195 5.306880 0.0 -0.1 0.0 -0.28
O 6.091495 -7.985676 4.142514 0.0 0.2 0.0 -0.17
C 6.666556 -9.102501 3.482303 0.0 -0.1 0.0 -0.28
C 5.645810 -10.116162 2.995404 -0.2 0.0 0.1 -0.08
H 6.983657 -8.341724 6.687773 -0.1 0.0 0.0 0.08
H 5.496965 -9.104787 7.287193 0.0 0.0 0.0 0.08
H 6.499997 -9.925303 6.090140 -0.1 0.0 0.0 0.07
H 4.963711 -7.307164 5.677976 0.1 0.0 -0.2 0.11
H 4.436922 -8.850957 5.042237 0.0 -0.1 0.0 0.11
H 7.416476 -9.576777 4.124589 0.0 -0.1 0.0 0.11
H 7.207625 -8.705096 2.621053 -0.1 0.2 0.1 0.12
H 5.082062 -10.556487 3.819938 0.1 -0.1 0.0 0.06
H 6.141888 -10.927994 2.459494 0.0 0.1 0.0 0.08
H 4.926009 -9.640908 2.324571 0.1 0.0 0.0 0.08
```
Forces are in eV/Å.

Calculated values
**Calculated total energy**: -1941.62560 hartree
**SMILES**: C#C[C@@H](OC=O)B(O)N(C)C.CCOCC.CCOCC.CCOCC.CCOCC.CCOCC.CCOCC
**2S+1**: 1



Energy above the lowest of the compared OMol25 structures with the same formula, charge and spin per entry: 124.74, 570.80, 68.86 kJ/mol
E_LUMO per entry: 0.84, -0.21, 0.56 eV
Frontier orbital gap per entry: 10.4, 7.6, 9.7 eV